This record from the Open Molecules 2025 dataset describes a structure of composition C76H60BrGeNO2PS2Se2Zr at a distorted geometry. The level of theory is ωB97M-V/def2-TZVPD.

```
! RIJCOSX wB97M-V def2-TZVPD def2/J DEFGRID3
* xyz 2 2
Zr -0.92 -0.16 0.18
Se -0.64 1.78 -1.71
P -1.33 0.16 -2.97
Se -1.59 -1.77 -1.93
C -2.98 0.50 -3.66
C -3.51 -0.44 -4.54
C -4.77 -0.22 -5.09
C -5.48 0.92 -4.74
C -4.96 1.84 -3.85
C -3.70 1.63 -3.30
C -0.27 -0.03 -4.44
C 0.25 1.13 -5.02
C 1.01 1.02 -6.17
C 1.25 -0.22 -6.74
C 0.73 -1.37 -6.16
C -0.03 -1.27 -5.00
H -2.95 -1.33 -4.77
H -5.18 -0.94 -5.78
H -6.46 1.09 -5.18
H -5.52 2.72 -3.58
H -3.29 2.35 -2.60
H 0.05 2.10 -4.58
H 1.42 1.91 -6.63
H 1.85 -0.30 -7.64
H 0.92 -2.34 -6.60
H -0.44 -2.16 -4.54
C 3.75 -2.43 5.87
C 3.16 -1.43 4.91
C 2.97 -0.10 5.28
C 2.48 0.83 4.38
C 2.16 0.42 3.09
C 2.34 -0.90 2.70
C 2.82 -1.82 3.62
S 1.68 1.66 1.86
O 0.46 1.11 1.14
C 3.32 1.53 1.04
C 4.12 2.20 2.01
C 5.47 2.06 2.06
C 6.10 1.15 1.19
C 7.48 0.90 1.28
C 8.10 0.05 0.41
C 7.34 -0.58 -0.60
C 6.01 -0.32 -0.73
C 5.33 0.55 0.16
C 3.91 0.82 0.02
C 3.49 0.61 -1.42
C 4.16 1.57 -2.27
C 4.68 2.78 -1.76
C 5.37 3.65 -2.56
C 5.59 3.36 -3.92
C 5.08 2.22 -4.45
C 4.35 1.31 -3.65
C 3.83 0.12 -4.21
C 3.08 -0.70 -3.44
C 2.90 -0.47 -2.05
S 1.60 -1.56 -1.52
O 0.90 -0.76 -0.40
C 2.29 -2.92 -0.59
C 3.64 -3.18 -0.43
C 4.03 -4.24 0.38
C 3.08 -5.03 1.03
C 3.49 -6.12 1.97
C 1.73 -4.79 0.80
C 1.33 -3.75 -0.02
H 3.38 -2.28 6.88
H 4.83 -2.32 5.89
H 3.52 -3.44 5.55
H 3.23 0.22 6.28
H 2.34 1.86 4.68
H 2.09 -1.21 1.70
H 2.94 -2.85 3.32
H 3.62 2.86 2.72
H 6.05 2.62 2.78
H 8.05 1.39 2.07
H 9.16 -0.14 0.48
H 7.83 -1.25 -1.28
H 5.46 -0.81 -1.52
H 4.53 3.05 -0.72
H 5.75 4.57 -2.14
H 6.16 4.05 -4.53
H 5.22 1.97 -5.50
H 4.03 -0.11 -5.25
H 2.62 -1.59 -3.86
H 4.39 -2.55 -0.90
H 5.08 -4.45 0.51
H 4.49 -5.95 2.38
H 3.51 -7.09 1.46
H 2.78 -6.20 2.80
H 0.98 -5.42 1.26
H 0.28 -3.57 -0.21
C -1.09 1.34 3.74
Ge -2.37 1.70 2.25
C -4.11 1.28 3.09
C -4.30 -0.17 2.74
C -5.71 -0.75 2.87
C -6.58 0.05 3.80
C -6.27 1.28 4.20
C -5.04 1.95 3.76
C -2.05 3.30 1.13
C -0.85 3.95 1.22
C -0.53 5.02 0.36
C -1.43 5.42 -0.59
C -2.71 4.81 -0.68
C -3.68 5.28 -1.59
C -4.93 4.73 -1.63
C -5.26 3.67 -0.77
C -4.33 3.18 0.11
C -3.03 3.74 0.19
H -1.68 0.93 4.56
H -0.69 2.30 4.08
H -0.27 0.67 3.53
H -3.56 -0.76 3.30
H -5.66 -1.78 3.21
H -7.51 -0.42 4.11
H -6.93 1.83 4.85
H -4.92 3.00 3.99
H -0.14 3.67 1.98
H 0.43 5.51 0.45
H -1.19 6.23 -1.27
H -3.43 6.11 -2.25
H -5.68 5.12 -2.32
H -6.26 3.25 -0.79
H -4.60 2.38 0.79
Br -1.72 -5.87 4.09
C -1.59 -4.27 3.07
C -0.70 -3.29 3.46
C -0.55 -2.15 2.68
C -1.26 -1.95 1.49
C -2.19 -2.96 1.16
C -2.35 -4.11 1.93
H -0.11 -3.41 4.36
H 0.16 -1.41 3.03
H -2.80 -2.88 0.27
H -3.05 -4.88 1.62
N -2.81 0.35 0.88
C -3.92 -0.23 1.28
C -5.00 -0.74 0.53
C -6.23 -0.75 1.40
C -7.24 -1.75 0.97
C -7.22 -2.23 -0.29
C -6.18 -1.89 -1.20
C -5.06 -1.19 -0.78
H -6.72 0.23 1.25
H -8.03 -2.01 1.66
H -7.99 -2.92 -0.63
H -6.22 -2.27 -2.22
H -4.21 -1.06 -1.43
*
```

* LUMO energy (alpha / beta): -4.70 / -6.06 eV
* E_HOMO (alpha / beta): -11.797 / -12.221 eV

Löwdin atomic charge list, values in e, 2 entries:
1 Zr 1.25
2 Se 0.49